This record from the OMol25 dataset describes the molecule C2H6Si2 in a non-equilibrium geometry. The level of theory is ωB97M-V with the def2-TZVPD basis set.

Geometry as XYZ:
```
10
Properties=species:S:1:pos:R:3:forces:R:3:lowdin_spin:R:1
C -1.16921 -0.85379 -0.13680 2.88 -0.13 -1.66 0.125
C 2.58718 0.66609 -0.07803 -0.83 -0.74 -0.29 0.947
Si 0.98987 -0.35142 0.00357 -2.42 -3.70 1.12 0.687
Si -2.32247 0.34612 0.12837 -2.15 -0.27 -0.93 0.072
H -1.14639 -1.88331 -0.63672 -0.29 1.68 1.15 0.003
H 2.40566 1.62127 0.29210 0.16 1.98 0.09 0.062
H 1.31380 -1.84998 -0.34660 0.17 1.37 0.05 0.037
H 3.32781 0.16166 0.52420 0.41 -0.34 -0.35 0.056
H -2.12482 1.72964 0.37954 0.94 0.94 0.51 0.006
H -3.86143 0.41371 -0.12963 1.13 -0.79 0.31 0.005
```
Positions in Å, forces in eV/Å.

energy relative to the best compared isomer or geometry (same formula, charge and spin)	2.462	eV
frontier orbital gap (spin up / spin down)	5.6 / 7.1	eV
spin multiplicity	3
E_tot	-17918.261	eV
total charge	0